(1)
The molecule C2H7NS in a non-equilibrium geometry, computed with ωB97M-V/def2-TZVPD.

Each line ends with the Löwdin charge.
Geometry (Å):
1 N 1.197 0.834 0.990  -0.0385
2 C 0.713 -0.086 -0.028  -0.3990
3 C -0.812 -0.050 -0.102  -0.5042
4 S -1.337 -0.930 -1.730  0.6015
5 H 0.833 1.787 1.142  0.0737
6 H 2.222 0.810 1.155  0.0779
7 H 1.094 0.121 -1.066  0.0982
8 H 0.957 -1.069 0.263  0.0850
9 H -1.206 1.002 -0.078  0.0771
10 H -1.278 -0.720 0.647  0.0629
11 H -2.383 -1.699 -1.193  -0.1346

* charge: 0
* SMILES: NCCS
* E: -533.31298 Ha
* Kohn-Sham gap: 10.12 eV
* LUMO level: 1.00 eV
* HOMO: -9.116 eV
* ΔE to the lowest compared entry with this formula, charge and spin: 45.9 kJ/mol


(2)
A cluster of 12 separate species, C18H48F20N10O22P2S8 in total in a non-equilibrium geometry, computed with ωB97M-V/def2-TZVPD.

Each line ends with the Löwdin charge.
Geometry (Å):
1 C -5.144 -5.475 1.364  0.0249
2 C -4.340 -4.352 1.980  -0.3796
3 O -4.762 -3.615 2.835  0.1677
4 N -3.037 -4.030 1.332  0.0756
5 H -2.345 -3.817 2.036  0.0774
6 H -2.706 -4.768 0.727  0.1738
7 C -3.049 -2.724 0.607  0.0199
8 H -6.067 -5.717 1.891  0.0973
9 H -4.584 -6.406 1.450  0.0922
10 H -5.376 -5.146 0.351  0.1004
11 H -3.763 -2.847 -0.207  0.1048
12 H -2.041 -2.453 0.293  0.1003
13 H -3.465 -2.031 1.338  0.1027
14 C -3.629 2.411 4.197  -0.0502
15 C -2.409 1.577 4.567  -0.5404
16 O -1.363 1.605 3.920  -0.0406
17 N -2.437 0.956 5.950  0.0219
18 H -2.296 1.581 6.732  0.1225
19 H -3.358 0.617 6.186  0.1426
20 C -1.533 -0.278 6.048  -0.0293
21 H -4.448 1.698 4.287  0.0529
22 H -3.744 2.694 3.150  0.0501
23 H -3.822 3.198 4.926  0.0679
24 H -1.454 -0.761 7.022  0.0799
25 H -0.522 -0.007 5.743  0.0909
26 H -1.936 -1.059 5.403  0.0695
27 C 4.831 4.292 -1.079  0.0357
28 C 3.543 5.022 -1.302  -0.3369
29 O 3.416 6.222 -1.481  0.1384
30 N 2.321 4.094 -1.430  0.1005
31 H 2.457 3.348 -2.098  0.0654
32 H 2.406 3.579 -0.565  0.0479
33 C 0.983 4.898 -1.650  0.0545
34 H 5.057 3.594 -1.885  0.0992
35 H 4.981 3.946 -0.057  0.0691
36 H 5.584 5.079 -1.114  0.1006
37 H 1.049 5.380 -2.625  0.1010
38 H 0.887 5.529 -0.766  0.0911
39 H 0.065 4.319 -1.547  0.0649
40 C -0.549 1.121 1.011  0.0322
41 C -0.065 1.224 -0.483  -0.3228
42 O -0.742 1.703 -1.335  0.1120
43 N 1.379 1.014 -0.857  0.0891
44 H 1.653 1.428 -1.736  0.0534
45 H 1.978 1.530 -0.229  0.0364
46 C 1.820 -0.473 -0.908  0.0631
47 H -1.264 1.875 1.337  0.0738
48 H 0.244 1.112 1.758  0.0690
49 H -1.155 0.230 1.174  0.0734
50 H 1.142 -1.095 -1.492  0.0801
51 H 1.865 -0.812 0.127  0.0996
52 H 2.746 -0.436 -1.480  0.0633
53 C 2.056 -4.459 -0.827  0.0400
54 C 2.306 -5.502 0.272  -0.3507
55 O 2.881 -5.247 1.303  0.1679
56 N 1.768 -6.927 0.071  0.0803
57 H 0.846 -6.873 -0.339  0.1654
58 H 2.231 -7.312 -0.739  0.1652
59 C 2.021 -7.837 1.336  0.0751
60 H 0.999 -4.198 -0.862  0.0782
61 H 2.312 -4.720 -1.854  0.1051
62 H 2.659 -3.624 -0.472  0.0823
63 H 3.091 -7.724 1.509  0.1069
64 H 1.764 -8.736 0.776  0.0920
65 H 1.312 -7.507 2.095  0.1086
66 C -4.680 0.637 -4.492  0.0223
67 C -5.515 1.747 -3.876  -0.3523
68 O -6.404 2.238 -4.491  0.1690
69 N -5.230 2.047 -2.368  0.1179
70 H -5.951 2.620 -1.956  0.1728
71 H -5.257 1.151 -1.903  0.1630
72 C -3.815 2.584 -2.108  0.0397
73 H -3.679 0.956 -4.781  0.1040
74 H -5.269 0.108 -5.241  0.1056
75 H -4.502 -0.130 -3.738  0.0750
76 H -3.749 3.659 -2.273  0.1166
77 H -3.042 2.031 -2.642  0.0906
78 H -3.654 2.461 -1.037  0.0858
79 P -0.197 -3.066 3.113  0.3209
80 F 1.162 -4.002 3.485  -0.1921
81 F 0.607 -1.710 2.683  -0.1287
82 F -0.172 -3.650 1.538  -0.2057
83 F -1.590 -2.346 2.750  -0.1658
84 F -1.098 -4.425 3.399  -0.2046
85 F -0.241 -2.642 4.701  -0.1523
86 P -1.389 -1.835 -3.647  0.2158
87 F -2.691 -1.751 -2.703  -0.2174
88 F -2.295 -1.485 -4.979  -0.1727
89 F -1.041 -0.230 -3.456  -0.1681
90 F 0.010 -2.281 -4.313  -0.1283
91 F -0.754 -2.246 -2.194  -0.2182
92 F -1.898 -3.375 -3.785  -0.2042
93 N 2.790 2.558 0.737  -0.3257
94 S 2.298 3.423 2.146  0.6116
95 O 2.852 4.730 2.186  -0.2468
96 O 2.325 2.778 3.448  -0.2371
97 F 0.692 3.648 1.807  -0.1914
98 S 3.951 1.810 1.438  0.4960
99 O 3.552 0.657 2.284  -0.2748
100 O 5.223 2.441 1.700  -0.2425
101 F 4.280 0.978 0.110  -0.1923
102 N 2.266 1.991 -3.208  -0.3383
103 S 3.455 1.074 -3.922  0.6244
104 O 4.184 1.633 -5.039  -0.2456
105 O 3.321 -0.409 -3.844  -0.2675
106 F 4.596 1.238 -2.763  -0.2054
107 S 1.474 2.266 -4.481  0.5002
108 O 1.048 1.038 -5.197  -0.2711
109 O 1.797 3.543 -5.129  -0.2777
110 F 0.114 2.618 -3.726  -0.2021
111 N 7.737 -2.566 -0.869  -0.2410
112 S 7.732 -2.592 -2.363  0.4088
113 O 8.025 -1.264 -2.882  -0.3015
114 O 6.839 -3.545 -3.101  -0.3423
115 F 9.143 -3.386 -2.524  -0.2371
116 S 5.988 -2.265 -0.878  0.6492
117 O 5.133 -3.361 -0.334  -0.3397
118 O 5.307 -1.398 -1.820  -0.3075
119 F 6.056 -1.165 0.341  -0.2269
120 N -3.484 6.329 1.263  -0.2292
121 S -4.320 5.192 1.693  0.3399
122 O -4.668 5.128 3.074  -0.2780
123 O -4.328 3.940 0.958  -0.3212
124 F -5.654 5.921 1.232  -0.2157
125 S -2.094 5.487 1.560  0.5572
126 O -1.721 4.680 0.402  -0.3194
127 O -1.793 5.160 2.934  -0.2445
128 F -1.029 6.721 1.394  -0.2189

* 2S+1: 2
* charge: -1
* E: -8782.98017 Ha
* Kohn-Sham gap (spin up / spin down): 2.20 / 6.39 eV
* LUMO level (spin up / spin down): -0.22 / -0.22 eV
* HOMO (spin up / spin down): -2.418 / -6.613 eV